(1)
C39H88F3N8O2P2S | ωB97M-V/def2-TZVPD

Atoms and positions in Å:
S (-3.12587, 1.28211, -3.10878)
P (-3.84679, 2.32889, -4.52162)
P (-0.16802, 4.75370, -9.20830)
F (1.73036, 3.60952, -7.05176)
F (1.04929, 5.65447, -6.74524)
F (1.38497, 4.36425, -5.08795)
O (-4.75604, 3.55989, -4.12422)
O (-4.85132, 1.47985, -5.42571)
N (-1.02496, 4.06143, -7.74455)
N (-0.76349, -3.21607, -1.80773)
N (-0.79531, 3.18765, -4.18737)
N (5.64588, 1.92654, -0.43647)
N (-3.90403, -1.72499, 6.62436)
N (-0.62416, 6.21723, -9.38976)
N (4.57578, -4.26139, 2.32988)
N (-3.98411, 2.09393, 2.26366)
C (-2.28016, 3.71183, -8.01369)
C (-2.03213, -3.89243, -1.58750)
C (0.01307, 2.22095, -3.96525)
C (4.74342, 2.89407, -1.02584)
C (3.40798, -2.07372, 1.69510)
C (-5.26004, 3.87384, 3.43000)
C (-3.50361, 3.64790, 0.28936)
C (-1.45486, 1.73413, 2.06117)
C (8.01012, 2.69007, -1.06359)
C (-1.09882, -0.96531, -0.63946)
C (0.93290, 4.40723, -6.31523)
C (6.93272, 2.44446, 0.00047)
C (-0.50210, 3.91939, -6.49100)
C (-2.63583, 3.00024, -5.75521)
C (-4.35423, 2.54697, 0.93725)
C (-2.82842, -2.25516, 5.80550)
C (-0.83244, -1.77386, -1.91635)
C (0.94830, 2.31968, -2.81590)
C (-5.47462, -0.66224, 4.90380)
C (5.28845, -3.76235, 3.49126)
C (0.34491, -3.68322, -0.99607)
C (4.32689, -3.24535, 1.32592)
C (5.68515, 0.66479, -1.15001)
C (-4.15983, -3.80870, 7.94782)
C (2.33135, -4.65116, 3.50462)
C (3.46766, -5.15922, 2.60657)
C (0.13098, 0.97837, -4.79156)
C (-4.83667, -2.70318, 7.15143)
C (-3.95037, 3.11158, 3.29722)
C (-2.61707, -3.88218, -0.16918)
C (-1.28827, 3.35958, -5.46866)
C (-3.11308, 3.18766, -7.04064)
C (-3.20045, -3.06864, 4.55757)
C (5.81219, -4.86874, 4.39439)
C (0.59825, -5.17745, -1.12352)
C (-2.86054, 1.17547, 2.31697)
C (-4.54803, -0.52695, 6.11768)
C (5.06822, 3.41392, -2.43391)
C (6.38653, -0.43862, -0.37396)
H (5.89678, 4.11931, -2.42286)
H (-6.09543, 3.18856, 3.57870)
H (-2.20036, -2.88361, 6.44213)
H (2.36122, -2.37668, 1.72503)
H (-2.13734, -1.04132, -0.32020)
H (3.93690, -3.73313, 0.42677)
H (0.11946, -1.42855, -2.34209)
H (-4.04234, 4.06783, -0.56469)
H (-1.25937, 2.63842, 2.63789)
H (-3.75111, 2.61524, 4.25080)
H (3.66840, -1.62602, 2.65423)
H (-3.77412, 0.21395, 5.89311)
H (-3.53727, -3.39186, 8.74029)
H (8.98066, 2.80510, -0.57824)
H (0.49492, 0.17528, -4.15943)
H (5.29588, -2.83447, 1.02804)
H (-6.04848, 0.25842, 4.77755)
H (-5.38959, 2.89595, 0.97258)
H (0.76140, 1.56421, -2.05561)
H (-3.13298, 3.83517, 3.14790)
H (-2.86332, 0.71036, 3.30899)
H (1.19593, 4.67467, -8.94980)
H (7.82900, 3.60247, -1.62986)
H (-3.39874, -4.63987, -0.09264)
H (3.04946, -5.49364, 1.65340)
H (-3.53878, -4.44769, 7.31873)
H (-5.21169, 4.54068, 4.29124)
H (-2.65878, 3.86724, -9.01240)
H (3.49197, -1.28870, 0.93828)
H (-1.91429, -4.93340, -1.89740)
H (0.94458, 3.31722, -2.39325)
H (2.70414, -4.14065, 4.39333)
H (-1.86716, -4.11211, 0.58883)
H (-5.45351, -3.16270, 6.36265)
H (6.28575, -1.38582, -0.90539)
H (0.73560, -5.46187, -2.16743)
H (-0.70865, 0.99231, 2.35474)
H (5.00587, -5.41964, 4.87983)
H (4.64696, 3.74627, -0.34816)
H (-5.46859, 4.48979, 2.55408)
H (6.14496, -3.18277, 3.13651)
H (1.72962, -5.49673, 3.84390)
H (3.74522, 2.44011, -1.05257)
H (-0.52769, 3.94116, -10.29673)
H (-0.21684, -5.76992, -0.70685)
H (6.15915, 0.75553, -2.14087)
H (-3.98677, -3.79709, 4.75881)
H (-2.17883, -1.42598, 5.51230)
H (1.50454, -5.44379, -0.57809)
H (-3.07658, -2.92668, 0.08010)
H (-6.19047, -1.47722, 5.01462)
H (6.42376, -5.57409, 3.83071)
H (0.21178, -3.43438, 0.06898)
H (-1.59008, -1.51395, -2.66370)
H (1.25290, -3.16687, -1.32236)
H (-4.13268, 2.95286, -7.30238)
H (-4.91336, -0.81350, 3.98215)
H (0.84291, 1.11866, -5.60789)
H (-1.28786, 1.95104, 1.00596)
H (-3.28843, 4.47217, 0.97038)
H (-4.37734, 0.95547, -6.08134)
H (-2.76789, -3.48084, -2.28326)
H (5.30537, 2.60776, -3.12963)
H (-1.10528, 6.37847, -10.26649)
H (1.65996, -3.97536, 2.97550)
H (3.87578, -6.06589, 3.05966)
H (-2.32516, -3.62239, 4.20974)
H (4.67664, -3.07325, 4.09504)
H (7.45289, -0.24420, -0.25721)
H (5.94529, -0.55690, 0.61576)
H (-0.81148, 0.66691, -5.23199)
H (-0.90259, 0.09501, -0.82682)
H (1.95060, 2.17332, -3.22366)
H (-4.91557, -4.44459, 8.40995)
H (-5.52853, -2.18238, 7.81832)
H (-2.56118, 3.25288, -0.08891)
H (-0.45639, -1.27275, 0.18595)
H (-3.04543, 0.35272, 1.61942)
H (-4.23746, 4.30107, -3.78241)
H (4.65277, 0.34760, -1.32992)
H (-4.38107, 1.67912, 0.27259)
H (-3.52305, -2.43256, 3.73375)
H (4.20205, 3.94845, -2.83592)
H (8.09490, 1.85939, -1.76552)
H (7.33957, 1.74998, 0.73903)
H (6.76072, 3.36755, 0.55867)
H (6.43092, -4.43823, 5.18227)
H (-5.12703, -0.09225, 6.93877)

Results
net charge = +1

---

(2)
C39H88N10O7 | ωB97M-V/def2-TZVPD

Atoms and positions in Å:
O (-4.45897, -0.27366, 5.06302)
O (1.05433, -3.36778, 6.21730)
O (-0.89036, 2.37572, -2.36666)
O (-4.44421, -3.22091, -5.40837)
O (3.50542, -3.08422, -1.24283)
O (-2.90818, -0.45612, 1.48991)
O (0.29828, 3.10775, 0.32049)
N (2.38251, 4.00923, 0.05276)
N (-1.03042, 0.84757, 1.73600)
N (1.92239, -2.31126, 5.87645)
N (-3.56981, -1.99561, 6.22905)
N (-2.33181, 1.04321, -0.13037)
N (1.10985, 4.45640, 1.94184)
N (-2.87943, -1.56931, 4.06146)
N (-1.29415, 3.28841, -3.37040)
N (-3.41524, -2.47249, -4.76158)
N (3.51235, -1.71341, -0.88229)
C (-2.73776, -0.55558, -3.50036)
C (-1.52946, 5.70021, -4.92723)
C (-2.66312, 5.21862, -3.98684)
C (3.06207, 0.25060, 5.62332)
C (-4.67829, -0.38422, -5.00027)
C (3.78899, -3.20484, 7.10158)
C (-0.17773, 3.62308, -4.25322)
C (-3.50972, 3.53143, -2.45786)
C (-1.30606, -2.57541, -3.60501)
C (-2.43816, -3.39865, -4.21720)
C (5.71203, -1.76685, 0.19011)
C (2.16679, 0.34108, -0.71834)
C (3.74695, -0.78672, 6.51470)
C (-3.69520, -1.21494, 5.08980)
C (2.02873, -1.14874, -2.70131)
C (1.18178, 3.87733, 0.70320)
C (1.32164, -1.39165, 4.93028)
C (-0.67855, 4.52365, -5.38396)
C (2.87881, -1.98702, 6.93577)
C (4.21578, -1.53318, 0.37198)
C (2.17839, -1.76912, 8.29269)
C (-4.85761, -1.70784, -2.86687)
C (2.20461, -1.10779, -1.18663)
C (2.39482, -0.41211, 4.43239)
C (-3.95679, -1.32584, -4.04694)
C (0.15066, -0.62349, 5.57518)
C (-1.81393, -4.22440, -5.34101)
C (-1.74273, -1.40386, -2.72526)
C (0.79052, -2.17367, 3.73382)
C (0.27564, 2.30585, -4.93590)
C (-2.22296, 4.27683, -2.84899)
C (-2.98743, -4.38003, -3.16437)
C (-2.12866, 0.39282, 1.06702)
C (2.68258, 0.48625, 0.72642)
C (4.10090, -0.04393, 0.77421)
C (-1.74065, 5.10594, -1.65430)
C (3.69667, -2.35505, 1.55350)
C (1.00705, 4.28408, -3.52021)
C (1.07085, -1.87532, -0.48454)
H (-0.42870, 2.92884, -1.70769)
H (0.42470, -2.98145, 6.84585)
H (3.99947, -0.23554, 7.42521)
H (4.33036, -3.12898, 8.05253)
H (1.22066, -1.97566, 0.58773)
H (-2.43458, -5.09115, -5.59262)
H (-5.45419, -2.58282, -3.14552)
H (1.99595, -0.02870, 1.40365)
H (6.27816, -1.34451, 1.02323)
H (4.46435, -3.34340, 6.26122)
H (-0.85942, -4.63924, -5.01645)
H (-3.07322, -2.86568, 6.17458)
H (-4.55860, -2.77102, -6.25052)
H (0.89113, -2.87653, -0.87873)
H (-2.18580, -1.64813, -1.75782)
H (-0.95308, 6.44118, -4.36545)
H (0.34321, 4.14282, 2.50864)
H (-2.24033, -5.11521, -2.87450)
H (3.09206, 4.57337, 0.48542)
H (0.36942, 1.51611, -4.19012)
H (1.57884, -2.84765, 3.39127)
H (-1.60076, 4.55414, -0.72588)
H (-2.02861, 6.18539, -5.76572)
H (1.15492, -0.59751, -3.04958)
H (4.49575, -2.52859, 2.28157)
H (-0.39889, 1.42091, 1.19843)
H (-0.66396, -3.20448, -2.97759)
H (4.07930, -3.11985, -2.01462)
H (2.43092, 3.78400, -0.92374)
H (-5.55068, -0.91436, -2.58646)
H (-4.01949, 0.01954, -5.76766)
H (1.16542, 0.76728, -0.79762)
H (1.27198, -1.16436, 8.33908)
H (3.35605, -3.35517, 1.27501)
H (3.86598, 0.94645, 5.35812)
H (-0.49246, 2.00442, -5.64156)
H (1.87567, -2.76434, 8.64434)
H (4.69780, 0.57562, 0.09710)
H (-3.51615, 4.83278, -4.54190)
H (-1.71939, -3.66813, -6.27389)
H (-0.75643, 0.38936, 2.58567)
H (-0.84358, 5.67871, -1.91526)
H (-4.10669, -1.76367, 7.04039)
H (1.92619, 4.08143, -4.07519)
H (2.59592, 1.55386, 0.95081)
H (1.74201, 5.17548, 2.23840)
H (1.23957, 2.50472, -5.40028)
H (-2.48431, 5.88274, -1.46064)
H (2.83683, 0.95754, -1.33293)
H (0.20516, 4.89467, -5.91348)
H (-3.84228, 3.00064, -3.35034)
H (-1.55237, 1.55766, -0.50824)
H (-3.37403, -3.84962, -2.29535)
H (2.93509, -0.74898, -3.16009)
H (-0.88590, -0.74482, -2.57667)
H (0.13150, -1.33655, -0.64567)
H (-3.85067, -4.89391, -3.59577)
H (-5.49575, -0.90309, -5.51563)
H (-5.17210, 0.39788, -4.42450)
H (2.87840, -1.43781, 9.06213)
H (-3.00121, 0.39858, -3.02344)
H (1.91941, 0.30206, 3.76077)
H (5.99369, -2.81962, 0.11369)
H (-0.03474, -2.82135, 4.02091)
H (3.22167, -4.12826, 7.24272)
H (-2.89016, 0.52621, -0.78989)
H (-4.29877, -2.01280, -1.98445)
H (1.88857, -2.17522, -3.04848)
H (4.68249, -1.13917, 6.08284)
H (-3.31567, 2.79709, -1.67753)
H (6.07796, -1.24850, -0.70020)
H (4.49488, 0.08048, 1.78560)
H (0.52097, -1.49321, 2.92663)
H (-2.26456, -0.08781, -4.38136)
H (-0.62884, -2.13781, -4.34514)
H (-2.36223, -2.43201, 4.07131)
H (-1.29761, 3.97742, -6.09878)
H (-4.28488, 4.22444, -2.13439)
H (-2.99800, 6.15688, -3.53355)
H (0.90591, 5.35964, -3.39886)
H (3.17056, -1.00775, 3.93708)
H (2.34190, 0.85508, 6.17786)
H (1.13280, 3.76110, -2.56845)
H (2.88760, -1.87922, 2.10410)
H (-0.60792, -1.35896, 5.86078)
H (0.45500, -0.07212, 6.46166)
H (-3.00971, -1.19345, 3.11679)
H (-0.38340, 0.04061, 4.89185)

Results
energy relative to the best compared isomer or geometry (same formula, charge and spin) = 0.00 kJ/mol
SMILES = CC1(C)CCCC(C)(C)N1O.CC1(C)CCCC(C)(C)N1O.CC1(C)CCCC(C)(C)N1O.CC1(C)CCCC(C)(C)N1O.NC(N)=O.NC(N)=O.NC(N)=O

---

Number 1: E -3507.5145 hartree, frontier orbital gap 3.85 eV. Number 2: E -2612.9947 hartree, frontier orbital gap 8.04 eV.